# 1
A 13-piece molecular cluster, C5H37NO12S2 overall in a non-equilibrium geometry, computed with ωB97M-V/def2-TZVPD.

## Properties
ΔE to the lowest compared entry with this formula, charge and spin, kcal/mol: 86.37
Charge: +1
Total energy, eV: -53505.4685
⟨S²⟩: 0.75
Spin multiplicity: 2
Strongest force on any atom, eV Å⁻¹: 4.81
Frontier orbital gap (alpha / beta), eV: 9.5 / 4.7

Cartesian coordinates (Å):
C  0.96410  1.79172  -2.16273
C  1.52938  0.58327  -1.45521
S  3.25809  0.33167  -1.84939
C  0.54690  1.35717  -3.61815
N  -0.33533  0.20172  -3.62364
C  -1.78478  0.38921  -3.52044
C  -2.36326  0.26009  -2.04484
S  -4.20502  0.61194  -2.46355
H  1.57743  2.62462  -2.30715
H  0.23133  2.28612  -1.54613
H  0.88504  -0.30962  -1.65015
H  1.51660  0.71311  -0.40868
H  3.71873  -0.01607  -0.69334
H  1.46449  0.95304  -4.27467
H  0.05445  2.17585  -4.16186
H  -0.05217  -0.47589  -2.89038
H  -2.19277  1.25170  -4.16095
H  -2.21871  -0.41180  -4.09639
H  -2.35017  -0.68730  -1.61958
H  -1.89739  1.14532  -1.44299
H  -4.74383  -0.17295  -1.53416
H  -2.50771  -3.59118  1.41638
H  -1.08699  -2.57918  1.68643
O  -1.57383  -3.40737  1.22683
H  -2.19223  2.33674  2.12111
H  -1.12336  3.41588  2.63098
O  -1.93089  2.91099  2.92973
H  3.01848  -3.88770  0.12549
H  1.44667  -3.63566  0.05220
O  2.27128  -3.58668  0.56332
H  -1.93087  0.28521  3.58544
H  -2.64531  -0.09250  2.27095
O  -2.57539  -0.41232  3.16615
H  1.08905  0.78565  4.55887
H  -0.16069  1.56026  4.25610
O  0.13679  0.61263  4.43905
H  -0.32555  -2.44730  3.16526
H  -0.28798  -0.87228  3.15972
O  -0.00161  -1.67717  2.66265
H  -0.63240  2.75371  0.26617
H  -2.13573  2.80477  -0.21782
O  -1.52317  2.20556  0.31190
H  1.70875  2.34769  1.72396
H  1.13820  3.51848  0.66268
O  0.91952  2.91715  1.33658
H  2.46608  0.49792  2.08203
H  1.14592  0.43641  2.53488
O  1.91765  1.01221  2.62226
H  -0.59827  -1.88637  0.22407
H  -1.02285  -2.92302  -0.84537
O  -0.51795  -2.11209  -0.73798
H  4.14275  -0.99751  1.77332
H  2.90455  -1.55503  1.16049
O  3.52446  -0.77994  1.06377
H  1.09511  -2.50328  -2.88497
H  1.10700  -2.83310  -1.32325
O  1.13740  -3.22451  -2.24497

# 2
A 14-piece molecular cluster, C5H37NO14 overall in a non-equilibrium geometry, computed with ωB97M-V/def2-TZVPD.

## Properties
ΔE to the lowest compared entry with this formula, charge and spin, kcal/mol: 139.65
Charge: 0
Total energy, eV: -35937.8599
Strongest force on any atom, eV Å⁻¹: 8.53
Frontier orbital gap, eV: 10.0

Cartesian coordinates (Å):
C  -2.03455  -0.55989  -1.52086
C  -0.93619  0.28890  -1.07055
N  0.12853  -0.33677  -0.29331
C  0.23205  -1.67074  -0.01143
C  0.01149  -1.85590  1.61804
C  1.26443  -1.42044  2.31217
O  -0.93775  1.43489  -1.41445
H  -2.03823  -1.62522  -1.11330
H  -2.08138  -0.53909  -2.64010
H  -2.98628  -0.14776  -1.23894
H  0.69146  0.41501  0.19919
H  1.12661  -2.13947  -0.27181
H  -0.67438  -2.25438  -0.43002
H  -0.09942  -2.97020  1.81101
H  -0.88268  -1.34968  1.96449
H  1.59909  -2.01135  3.18501
H  2.11228  -1.38575  1.60291
H  1.23989  -0.52253  2.84998
H  1.62788  2.22567  2.34868
H  2.07654  1.99334  0.90922
O  1.71984  1.56025  1.74779
H  1.60162  -4.51597  0.56280
H  2.28726  -3.64806  -0.42890
O  2.20430  -4.53811  -0.22514
H  1.44590  0.36411  -3.94290
H  1.49496  1.90471  -3.95877
O  1.27673  1.16953  -4.45226
H  1.11783  1.87435  -1.40108
H  2.06056  1.00000  -2.22755
O  1.90423  1.81007  -1.84301
H  -2.28590  -2.44187  2.95354
H  -3.28298  -1.69473  3.66291
O  -2.52831  -2.27429  3.99009
H  3.17387  -1.96169  -2.23741
H  4.07951  -0.93389  -2.81846
O  3.17711  -1.28062  -2.92902
H  2.18114  3.99791  0.08412
H  2.87167  2.97879  -1.03625
O  2.74701  3.31058  -0.04258
H  -0.50169  0.99254  2.72075
H  -1.06997  1.12154  4.03437
O  -1.05698  1.64165  3.24039
H  -4.01389  2.24418  1.33322
H  -3.00653  2.00267  2.30780
O  -3.89315  1.64633  2.10440
H  -1.91132  3.01105  -0.62702
H  -3.20561  3.84864  -0.66522
O  -2.55857  3.44174  -0.26334
H  -4.87562  -0.77872  1.14706
H  -3.95262  -0.21892  2.06643
O  -4.23006  -1.00864  1.72863
H  -0.19054  -0.32256  -5.11499
H  -1.18498  0.55170  -4.78349
O  -1.11603  -0.39861  -4.72274
H  2.56582  -0.11850  0.53498
H  4.05378  0.34440  0.60353
O  3.46225  -0.25024  0.10143

# 3
A 14-piece molecular cluster, C5H38N2O13 overall in a non-equilibrium geometry, computed with ωB97M-V/def2-TZVPD.

## Properties
ΔE to the lowest compared entry with this formula, charge and spin, kcal/mol: 63.98
Charge: 0
Total energy, eV: -35399.5988
Strongest force on any atom, eV Å⁻¹: 1.98
Frontier orbital gap, eV: 8.1

Cartesian coordinates (Å):
C  1.82540  2.03855  0.07741
C  1.35562  0.82159  0.84120
C  -0.16709  0.81398  1.01729
N  -1.27029  -2.04323  3.31639
C  -0.77742  -0.83139  2.82657
C  -0.82329  -0.43057  1.55703
N  1.80045  1.92750  -1.41303
H  2.85606  2.31243  0.32900
H  1.28068  2.91719  0.43321
H  1.89754  0.55897  1.75378
H  1.63873  -0.08182  0.26715
H  -0.40026  1.61200  1.72574
H  -0.65405  0.96340  0.06440
H  -1.70910  -1.94950  4.22114
H  -1.98512  -2.46385  2.73678
H  -0.18178  -0.28883  3.55717
H  -1.24940  -1.10585  0.82682
H  1.17813  1.14369  -1.61873
H  1.17024  2.66650  -1.72547
H  -1.00403  -0.61696  -1.99765
H  -0.90139  0.85119  -1.85744
O  -1.55938  0.14471  -1.79630
H  -5.03370  -0.05309  1.95653
H  -3.64803  -0.38516  1.43353
O  -4.40528  -0.77823  1.88486
H  -0.92550  4.63301  -3.15772
H  -1.75403  3.34944  -2.85019
O  -0.95445  3.87713  -2.56232
H  0.87439  -4.19543  2.74594
H  0.84241  -3.03125  1.61848
O  1.35396  -3.52666  2.26155
H  1.65260  -3.17109  -1.09415
H  1.89521  -4.38921  -0.23996
O  1.22012  -3.71459  -0.40239
H  -0.62713  -4.14134  0.30608
H  -0.88753  -5.17069  1.33652
O  -1.22077  -4.30647  1.05770
H  4.75767  1.27086  -1.01746
H  5.41012  0.29332  -0.00767
O  5.48844  1.16788  -0.39730
H  2.80929  -2.78579  1.54618
H  3.96886  -1.66902  1.41437
O  3.38023  -2.27143  0.94956
H  -4.49470  2.70669  0.50423
H  -3.13441  2.33675  0.74713
O  -3.86073  2.06810  0.14713
H  -2.73648  1.39757  -2.75881
H  -3.17766  2.39240  -1.57981
O  -3.08243  2.27107  -2.54481
H  2.46238  -0.89623  -1.96645
H  3.08336  -1.96822  -0.90992
O  2.56576  -1.82846  -1.73027
H  0.86287  -0.10705  -4.22320
H  0.63175  -1.40379  -3.43803
O  0.73565  -0.45118  -3.32505
H  -1.58385  4.26640  -0.82759
H  -2.67617  5.01584  -0.01116
O  -2.11250  4.23822  -0.00797

# 4
A 14-piece molecular cluster, C5H38N2O14 overall in a non-equilibrium geometry, computed with ωB97M-V/def2-TZVPD.

## Properties
ΔE to the lowest compared entry with this formula, charge and spin, kcal/mol: 94.27
Charge: +1
Total energy, eV: -37435.3767
⟨S²⟩: 0.75
Spin multiplicity: 2
Strongest force on any atom, eV Å⁻¹: 5.57
Frontier orbital gap (alpha / beta), eV: 9.4 / 4.5

Cartesian coordinates (Å):
N  -0.37474  1.51868  1.71109
C  0.05762  1.99487  0.37201
C  -0.09444  3.54809  0.49428
C  -0.53365  1.27590  -0.82980
N  -0.07146  -0.15663  -0.86403
C  0.57280  -0.56089  -2.17760
C  -0.54858  -1.26657  -2.99927
O  -1.11231  -0.60471  -3.82790
H  -1.34139  1.54592  2.01030
H  0.02448  0.59340  1.81289
H  1.17156  1.86576  0.46389
H  -1.17748  3.70799  0.09491
H  0.50005  4.21802  -0.13879
H  -0.09290  3.91360  1.49492
H  -0.26301  1.61474  -1.85367
H  -1.60518  1.25321  -1.08248
H  0.68482  -0.09274  -0.19495
H  1.08367  0.14296  -2.84366
H  1.28567  -1.27428  -1.76905
H  -0.80115  -2.31726  -2.82827
H  -1.41162  -1.73898  1.79423
H  -1.67941  -2.64906  2.92254
O  -1.11224  -2.61692  2.13884
H  -2.87850  1.67989  -4.34283
H  -2.07134  0.80157  -3.61144
O  -2.85741  1.35912  -3.39551
H  -1.71844  -1.21226  -0.63548
H  -1.99755  -2.58839  -0.06752
O  -2.01530  -2.10787  -0.91167
H  -2.15633  -0.25384  3.62001
H  -2.23726  0.32642  5.08426
O  -2.54492  -0.34869  4.47677
H  1.92592  -0.51970  3.69690
H  2.29321  0.63377  2.69444
O  2.35512  0.34454  3.63356
H  -3.48687  -0.52654  -1.74331
H  -3.88749  0.97837  -1.63315
O  -3.37979  0.27801  -1.21271
H  0.50878  -3.65095  0.08004
H  0.66462  -4.20249  -1.22097
O  0.96159  -4.42885  -0.32500
H  -0.17837  1.86625  -4.34706
H  1.14209  2.75230  -4.20514
O  0.54026  2.13992  -3.76852
H  3.95980  -1.42657  2.23940
H  4.20994  -0.06508  2.90007
O  4.34318  -0.56074  2.06878
H  3.08342  1.36545  0.22648
H  3.95247  1.34547  1.39508
O  3.00016  1.33903  1.18680
H  2.13095  -3.31435  1.54815
H  0.80972  -2.45880  2.11436
O  1.75905  -2.55721  2.00004
H  3.25073  0.79657  -2.76144
H  3.40648  0.28467  -1.32585
O  3.32198  -0.01116  -2.23998
H  -2.82723  -0.62123  0.90835
H  -3.73353  -0.59481  2.10602
O  -2.81030  -0.75694  1.86762

Which of these has the highest strongest force on any atom?
C5H37NO14

The lowest total energy belongs to which entry?
C5H37NO12S2

Number 2 is which compound?
C5H37NO14